119
Properties=species:S:1:pos:R:3:forces:R:3 method="wB97M-V/def2-TZVPD" smiles=COC[C@H](C)N.COC[C@H](C)N.COC[C@H](C)N.OCCO.OCCO.OCCO.OCCO.OCCO.CO.CO.CO gap_ha=0.357 energy_ev=-64365.84320 e_lumo_ev=0.44 homo_ev=-9.273 e_above_lowest_kj_mol=0.0
C -4.044 -4.281 -2.742 -0.95 -0.90 0.91
O -3.785 -4.107 -4.104 -0.36 0.14 -0.06
C -2.515 -3.518 -4.212 0.04 -0.36 0.85
C -1.851 -3.796 -5.508 0.34 -1.05 -1.72
C -0.936 -5.058 -5.431 -2.71 -0.49 0.93
N -0.985 -2.673 -5.851 -0.22 0.52 -0.42
H -3.844 -3.431 -2.077 -0.15 0.42 -0.50
H -3.401 -5.063 -2.358 0.33 -0.47 0.21
H -5.079 -4.630 -2.563 0.42 0.38 -0.41
H -2.620 -2.462 -4.011 0.20 0.63 0.06
H -1.892 -3.983 -3.441 0.27 0.40 0.23
H -2.645 -3.968 -6.312 0.77 0.06 1.01
H -0.854 -5.448 -6.418 0.69 -0.36 -0.79
H -1.481 -5.859 -4.846 0.52 0.78 -0.56
H -0.006 -4.876 -4.930 0.56 0.32 0.03
H -0.499 -2.883 -6.715 0.26 -0.22 0.01
H -1.575 -1.885 -6.114 0.09 0.15 0.29
C 5.141 -0.931 -0.262 -1.41 1.40 0.02
O 5.019 -0.177 -1.496 0.53 -1.57 0.23
C 5.145 1.194 -1.386 0.63 0.66 -0.93
C 3.846 1.851 -1.111 -1.72 0.34 0.56
C 2.641 1.513 -2.026 0.73 0.67 0.48
N 4.011 3.294 -1.207 -0.07 0.16 -0.08
H 4.223 -0.726 0.376 0.94 -0.63 -0.65
H 5.980 -0.562 0.335 0.25 -0.19 -0.19
H 5.257 -1.976 -0.550 -0.06 0.15 0.20
H 5.761 1.491 -0.552 0.74 -0.11 0.50
H 5.644 1.626 -2.283 -0.40 -0.50 0.15
H 3.659 1.563 -0.047 -0.58 -0.04 -0.71
H 1.749 1.691 -1.447 -0.59 0.37 0.18
H 2.597 0.485 -2.305 0.52 -0.77 -0.44
H 2.636 2.184 -2.905 0.05 -0.46 0.37
H 4.894 3.520 -0.807 0.89 0.48 0.30
H 3.340 3.756 -0.612 -0.31 0.16 -0.01
C -1.273 4.128 1.806 0.05 -0.01 0.14
O -0.148 4.465 2.616 1.04 -1.34 -0.55
C 0.599 3.238 2.952 -0.84 0.68 0.52
C 1.990 3.531 3.563 -1.36 0.57 -1.30
C 2.876 4.294 2.465 0.05 -0.61 1.11
N 2.495 2.211 3.954 0.53 -0.05 -0.56
H -1.924 3.478 2.381 -0.24 -0.48 0.07
H -0.973 3.574 0.872 -0.26 0.76 0.62
H -1.880 5.037 1.623 0.73 -0.35 -0.24
H 0.014 2.747 3.737 -0.05 -0.19 -0.04
H 0.656 2.510 2.120 0.09 0.57 -0.10
H 1.730 4.122 4.463 0.68 0.27 -0.51
H 2.240 4.940 1.837 0.01 -0.48 0.27
H 3.446 3.564 1.800 -0.64 0.88 1.00
H 3.546 5.008 2.993 0.02 -0.69 -0.48
H 1.977 1.770 4.707 -0.38 0.27 -0.15
H 3.438 2.281 4.287 0.54 0.11 0.11
O -2.155 0.698 3.428 -0.57 -0.74 -2.55
C -2.994 0.627 4.539 -2.08 0.69 -1.29
C -2.463 1.529 5.578 0.35 0.19 1.13
O -1.329 0.946 6.212 0.88 -0.21 -0.09
H -2.586 0.190 2.624 1.39 0.88 1.84
H -4.044 0.996 4.268 1.08 -0.40 0.24
H -3.101 -0.412 4.851 0.05 -0.02 0.56
H -3.257 1.676 6.319 0.36 -0.09 0.26
H -2.167 2.534 5.233 -0.41 -0.32 -0.49
H -0.730 0.538 5.535 -0.65 0.34 0.61
O 0.780 -1.223 -2.186 -0.83 -0.06 -0.58
C 1.642 -1.990 -1.367 0.39 1.19 -1.77
C 0.834 -3.029 -0.750 -0.40 -1.01 -0.48
O 0.044 -2.623 0.345 -0.95 0.31 -1.08
H 1.087 -0.331 -2.150 0.04 1.03 -0.11
H 2.359 -2.487 -2.065 0.05 0.33 0.83
H 2.107 -1.297 -0.659 0.35 -0.52 0.03
H 1.603 -3.663 -0.430 0.64 -1.77 1.16
H 0.269 -3.552 -1.570 0.18 0.35 0.82
H -0.646 -2.075 -0.086 0.28 0.06 0.67
O -1.512 -4.076 2.210 -0.31 -0.14 -0.49
C -2.380 -3.132 2.828 0.92 -0.69 -0.03
C -3.195 -2.220 1.981 -0.95 -1.27 -0.86
O -2.485 -1.090 1.584 -0.06 0.55 -1.57
H -0.945 -3.681 1.538 0.15 0.41 -0.04
H -3.102 -3.788 3.268 -0.33 -0.14 1.14
H -1.761 -2.548 3.509 -0.42 0.14 0.58
H -4.134 -1.988 2.495 0.22 0.46 0.36
H -3.569 -2.826 1.131 0.38 0.33 -0.09
H -2.538 -0.965 0.593 0.24 0.22 0.98
O 2.696 0.228 1.852 0.18 0.21 0.31
C 1.619 -0.665 1.940 -0.04 -0.85 -0.21
C 1.183 -1.181 3.283 0.46 -0.42 1.04
O 0.358 -0.304 4.088 0.80 -0.71 -0.50
H 2.613 0.946 2.516 -0.14 0.01 0.18
H 0.733 -0.271 1.455 -0.30 0.10 -0.56
H 1.934 -1.601 1.438 -0.16 0.69 -0.11
H 2.094 -1.331 3.862 0.08 0.02 0.26
H 0.795 -2.229 3.125 -0.40 1.16 0.28
H -0.382 0.013 3.560 -0.54 0.05 -0.28
O -0.482 2.777 -4.396 -0.01 -0.38 0.12
C -0.100 1.988 -5.504 0.02 0.65 -1.25
C 0.442 0.621 -5.188 -1.32 -0.78 0.18
O -0.613 -0.084 -4.472 0.81 0.29 -0.30
H -1.337 2.452 -4.088 0.13 0.08 0.14
H -0.962 1.806 -6.163 -0.02 0.19 0.05
H 0.609 2.607 -6.104 -0.27 -0.64 0.52
H 1.281 0.633 -4.528 0.93 0.19 0.21
H 0.626 0.022 -6.099 0.32 0.58 0.19
H -0.192 -0.889 -4.127 -0.45 -0.05 0.12
C -1.491 0.990 -0.755 1.05 2.17 0.17
O -1.883 -0.317 -0.857 -1.31 -2.77 -1.28
H -2.361 1.674 -0.637 0.53 -0.21 -0.37
H -0.899 1.080 0.185 -0.27 -0.05 -0.60
H -0.823 1.293 -1.616 -0.79 -0.09 0.79
H -2.320 -0.535 -1.730 0.64 0.90 0.98
C 1.528 2.586 7.534 -0.76 -0.43 -0.11
O 0.516 3.241 6.783 -0.30 -0.13 -0.63
H 1.016 1.720 7.987 0.84 0.14 0.29
H 2.390 2.257 6.927 -0.35 0.01 0.00
H 1.905 3.290 8.270 -0.03 -0.11 0.26
H -0.196 2.587 6.606 0.56 0.32 0.14
C -4.008 0.127 -4.475 -2.04 0.89 1.22
O -3.001 0.408 -3.515 1.33 -0.36 -1.77
H -4.937 -0.078 -3.919 0.28 -0.02 -0.05
H -4.281 0.963 -5.113 0.37 0.56 -0.03
H -3.911 -0.694 -5.141 0.96 -1.17 -0.38
H -2.132 0.361 -4.047 -1.02 -0.12 1.33

---

126
Properties=species:S:1:pos:R:3:forces:R:3 method="wB97M-V/def2-TZVPD" gap_ha=0.322 energy_ev=-71648.07224 e_lumo_ev=0.19 homo_ev=-8.568 e_above_lowest_kj_mol=123.2
C 0.097 0.575 0.150 0.49 -0.99 -0.37
O -1.094 -0.017 0.552 1.42 -0.37 4.22
H -0.106 1.540 -0.205 0.04 1.42 -0.76
H 0.522 -0.044 -0.635 0.43 0.28 -0.15
H 0.811 0.654 0.958 -0.10 -0.25 0.45
H -1.655 -0.121 -0.150 -2.16 -0.19 -3.43
C 3.741 -0.548 3.552 -4.30 -2.57 2.73
O 3.360 -1.365 4.535 1.82 2.95 -3.74
N 4.970 -0.485 3.104 4.52 -0.04 1.65
N 2.870 0.114 2.777 -1.31 1.07 -0.66
H 5.729 -0.981 3.620 -1.22 0.67 -0.28
H 5.279 0.390 2.703 -0.21 0.38 0.26
H 1.881 -0.099 2.915 -0.34 -0.12 0.94
H 2.948 0.887 2.047 1.26 -0.83 1.90
C -1.104 -0.436 -2.852 -4.34 4.72 5.25
O -1.752 0.505 -2.082 2.59 -3.98 -2.82
N -0.710 -1.575 -2.413 1.45 -4.08 2.01
N -0.936 -0.258 -4.083 2.61 -0.90 -5.07
H -0.927 -1.695 -1.456 -0.02 -0.62 1.16
H -0.373 -2.440 -2.914 -0.73 2.01 0.41
H -1.420 0.470 -4.488 -0.64 1.82 -1.33
H -0.243 -0.858 -4.590 -1.35 1.18 0.40
C 0.025 -1.501 4.205 0.35 7.23 -4.37
O 0.372 -0.341 3.509 -2.39 -4.51 2.92
N -1.170 -1.876 4.436 -6.79 1.45 0.31
N 0.893 -2.344 4.496 6.19 -3.42 1.75
H -1.923 -1.197 4.156 0.97 -1.10 0.22
H -1.501 -2.721 4.908 0.82 0.56 -0.39
H 1.873 -2.009 4.309 -0.02 -0.36 0.88
H 0.745 -3.117 5.154 0.07 0.66 -0.59
C -0.147 4.921 -1.144 -3.66 4.31 -9.92
O -0.779 5.158 -2.363 3.65 -1.31 6.22
N 0.873 5.575 -0.727 4.00 5.38 -0.08
N -0.490 4.064 -0.296 -5.68 -6.61 3.32
H 0.972 6.494 -1.248 0.55 -1.53 1.27
H 1.320 5.379 0.206 -0.91 1.01 -1.44
H -1.220 3.455 -0.808 0.61 0.79 1.62
H -0.852 4.407 0.629 0.15 -0.33 -1.47
C 2.566 3.180 1.061 5.57 -1.50 3.19
O 3.558 2.738 1.903 -4.05 1.55 -4.46
N 2.697 3.441 -0.265 1.68 -0.21 0.13
N 1.394 3.446 1.532 -2.01 0.48 2.29
H 3.637 3.239 -0.607 -0.33 0.67 0.00
H 2.061 4.082 -0.757 0.89 -0.65 0.22
H 1.287 3.286 2.553 -0.22 0.23 -1.33
H 0.660 3.709 0.845 0.32 -0.99 1.04
C 4.940 -0.638 -0.324 0.74 1.86 -3.55
O 5.286 -0.345 -1.557 -1.13 -1.59 4.17
N 5.768 -0.927 0.660 4.04 -0.45 -0.29
N 3.723 -0.601 0.181 -4.01 0.58 -1.30
H 6.721 -0.879 0.285 -0.24 -0.04 1.07
H 5.477 -0.800 1.652 0.69 -0.92 -1.90
H 3.525 -0.487 1.227 0.12 -0.76 -2.71
H 3.003 -0.446 -0.593 1.08 0.19 2.25
C -2.242 1.936 2.579 -0.08 0.67 -1.33
C -3.317 0.879 2.764 -2.20 7.11 0.05
C -4.355 1.084 1.681 -1.55 0.22 0.08
O -2.846 -0.263 2.575 2.80 -9.26 -0.01
H -1.191 1.648 2.655 -0.29 -0.35 0.41
H -2.504 2.704 3.230 0.13 1.65 1.36
H -2.409 2.364 1.587 0.43 0.03 -0.20
H -3.696 0.996 3.770 -0.62 -0.10 0.44
H -3.851 1.013 0.723 0.16 -0.38 -0.09
H -4.818 2.057 1.635 -0.30 0.50 0.35
H -5.162 0.322 1.743 0.51 0.43 -0.09
H -2.078 -0.219 2.008 1.24 -0.14 -0.58
C 1.570 -4.138 -1.901 0.72 0.96 1.33
C 2.412 -3.616 -2.963 -6.40 6.70 -0.80
C 2.857 -2.225 -2.633 -0.52 1.29 -0.43
O 3.457 -4.221 -3.263 6.78 -5.28 -1.54
H 2.260 -4.134 -1.068 -0.52 -0.37 0.89
H 1.242 -5.080 -2.169 -0.83 -2.35 -0.15
H 0.719 -3.482 -1.768 0.03 -0.07 0.52
H 1.730 -3.559 -3.841 -0.23 0.31 -0.50
H 3.526 -1.804 -3.396 -0.35 -0.23 0.13
H 3.431 -2.272 -1.734 0.42 0.03 0.68
H 2.001 -1.554 -2.473 0.25 -0.02 -0.02
H 3.176 -5.124 -3.313 0.81 -1.44 -0.39
C -4.214 4.517 -2.125 -1.39 -1.25 -2.02
C -4.053 3.316 -1.164 -7.75 5.53 -0.24
C -4.974 2.292 -1.606 -4.28 -1.19 3.15
O -2.896 2.920 -1.004 10.39 -3.22 0.53
H -3.941 4.375 -3.223 0.30 -0.25 1.53
H -3.817 5.403 -1.776 1.44 1.77 0.71
H -5.280 4.738 -2.221 -0.18 -0.12 0.31
H -4.265 3.692 -0.141 -1.67 0.44 -0.23
H -5.017 1.445 -0.893 0.02 0.39 0.04
H -4.676 1.810 -2.436 1.10 -1.17 -3.49
H -6.065 2.611 -1.691 1.54 -0.15 -0.09
H -2.763 1.990 -1.119 0.33 -1.17 -0.60
C -0.727 -3.630 0.997 -0.33 1.68 -0.70
C 0.733 -3.766 1.310 -1.46 3.12 -7.84
C 1.565 -2.476 1.095 -0.60 -1.52 -2.19
O 0.873 -4.086 2.498 1.53 -2.95 9.46
H -0.858 -3.598 -0.056 -0.09 1.05 -1.39
H -1.204 -2.780 1.499 0.12 -0.08 -0.20
H -1.299 -4.497 1.132 -0.55 -1.61 1.27
H 1.010 -4.529 0.592 0.96 -0.52 0.13
H 1.145 -1.651 1.587 -0.68 0.98 1.31
H 1.598 -2.130 0.061 0.26 -0.32 -0.13
H 2.543 -2.738 1.446 0.70 0.27 0.10
H 0.842 -3.276 3.057 0.12 -1.02 -0.12
C -5.267 -2.496 1.218 -0.83 -0.60 0.27
C -3.858 -2.673 0.585 -2.92 -7.44 2.16
C -3.735 -3.890 -0.425 0.49 -0.30 2.74
O -3.453 -1.598 0.038 2.24 5.52 -1.99
H -5.357 -1.952 2.184 0.88 -0.35 -0.38
H -5.815 -3.441 1.380 0.35 0.20 -0.18
H -5.860 -1.884 0.568 -0.51 0.21 -0.77
H -3.273 -2.970 1.446 0.75 -0.20 0.32
H -2.769 -3.915 -0.890 0.56 0.40 -0.25
H -4.454 -3.908 -1.172 -1.56 0.24 -1.42
H -3.787 -4.872 0.108 -0.21 0.80 -0.16
H -3.385 -1.067 0.844 0.30 1.26 -0.43
C 1.508 2.548 -3.039 0.67 0.29 -3.07
C 2.308 1.277 -2.827 -0.78 0.90 -7.58
C 3.610 1.178 -3.643 -2.67 1.56 -1.86
O 2.552 1.143 -1.604 1.21 -1.03 7.82
H 0.579 2.358 -2.608 -1.78 0.36 0.88
H 1.371 2.954 -4.081 -0.14 -1.20 0.56
H 2.020 3.390 -2.676 0.65 1.14 1.23
H 1.603 0.494 -3.070 -0.09 -0.79 -1.03
H 3.238 1.288 -4.697 0.86 0.10 0.49
H 3.958 0.206 -3.528 1.31 -1.32 0.37
H 4.305 1.984 -3.374 -0.02 -0.43 -0.06
H 2.605 2.025 -1.242 0.04 -0.09 1.03